(1)
Below is a 2-piece molecular cluster, C6H12O overall at a distorted geometry, with properties calculated with ωB97M-V/def2-TZVPD.

Its structure (SMILES) is C=C/C(C)=C/C.O. As for the largest force on an atom: 0.086 hartree/bohr. For the frontier orbital gap, the calculation gives 9.891 eV. The relative energy (zero: lowest compared OMol25 entry of this formula, charge and spin) comes out at 264.8 kJ/mol. The calculated total energy is -310.9584 Ha. As for the LUMO energy: 0.85 eV.

XYZ file:
```
19
C6H12O ωB97M-V/def2-TZVPD
C -1.93624 0.34524 1.30107
C -0.83235 -0.39432 1.13121
C 0.40023 0.07320 0.59981
C 1.41364 0.35067 1.68186
C 0.54730 0.29017 -0.73202
C 1.78417 0.50616 -1.56915
H -1.93732 1.34816 0.94053
H -2.83738 -0.09826 1.63024
H -0.93585 -1.61071 1.29764
H 1.15104 1.15871 2.38637
H 1.59618 -0.67445 2.09169
H 2.44888 0.58364 1.21506
H -0.43514 0.39804 -1.17729
H 1.66389 0.13456 -2.65508
H 2.03978 1.61333 -1.77734
H 2.72019 -0.00382 -1.23697
O -2.53872 -1.23700 -2.02631
H -2.43324 -2.12827 -1.57529
H -1.87904 -0.65506 -1.52603
```

(2)
Below is one molecule with the formula C17H16N2O4, with properties calculated with ωB97M-V/def2-TZVPD.

Its structure (SMILES) is COc1ccc(NC(=O)[C@H]2Cc3ccccc3O/C2=N\O)cc1. As for the largest force on an atom: 0.017 hartree/bohr. For the frontier orbital gap, the calculation gives 9.136 eV. The relative energy (zero: lowest compared OMol25 entry of this formula, charge and spin) comes out at 257.3 kJ/mol. The calculated total energy is -1067.8410 Ha. As for the LUMO energy: 0.71 eV.

XYZ file:
```
39
C17H16N2O4 ωB97M-V/def2-TZVPD
C -6.56972 -0.41055 -0.46751
O -5.47115 0.31157 -0.97114
C -4.29870 0.27516 -0.28608
C -3.24388 1.00101 -0.84304
C -2.01015 1.03381 -0.23139
C -1.79211 0.32670 0.94924
N -0.55018 0.35497 1.61144
C 0.70316 0.12903 1.14617
O 1.66164 0.23552 1.88180
C 0.82952 -0.31356 -0.31358
C 1.62441 0.71274 -1.12981
C 3.04830 0.73689 -0.65534
C 3.82017 1.88727 -0.66414
C 5.13225 1.86523 -0.22591
C 5.68650 0.68400 0.23691
C 4.93144 -0.47309 0.26142
C 3.61792 -0.44235 -0.18361
O 2.92708 -1.62916 -0.17173
C 1.57485 -1.61793 -0.30722
N 0.90302 -2.68522 -0.39244
O 1.55226 -3.89175 -0.36251
C -2.84698 -0.37702 1.51487
C -4.08954 -0.40746 0.90817
H -7.37857 -0.24793 -1.17789
H -6.87503 -0.04269 0.51734
H -6.35217 -1.48139 -0.40611
H -3.42237 1.54236 -1.75818
H -1.21695 1.62551 -0.66048
H -0.59106 0.46328 2.61827
H -0.15673 -0.49933 -0.73797
H 1.18054 1.70576 -1.03636
H 1.59028 0.42630 -2.18713
H 3.38283 2.80880 -1.02057
H 5.71904 2.77097 -0.23970
H 6.70746 0.66272 0.58623
H 5.33951 -1.40237 0.62671
H 2.50849 -3.75542 -0.24297
H -2.69263 -0.91365 2.43906
H -4.88272 -0.96875 1.37517
```

(3)
Below is C13H8MnNSSbSe4 as an isolated structure at a distorted geometry, with properties calculated with ωB97M-V/def2-TZVPD.

Its charge is -2. As for the largest force on an atom: 0.070 hartree/bohr. For the frontier orbital gap (alpha / beta), the calculation gives 4.695 / 4.643 eV. The calculated total energy is -11950.1543 Ha. As for the LUMO energy (alpha / beta): 3.81 / 3.81 eV. As for the multiplicity: 2.

XYZ file:
```
29
C13H8MnNSSbSe4 ωB97M-V/def2-TZVPD
Mn 1.56263 0.38343 0.03854
Se 5.12753 3.95493 -2.03266
Sb 4.44423 2.80993 0.01494
Se 3.72083 0.18483 0.04844
Se 1.78333 2.52333 0.05534
Se 5.15973 3.94833 2.04594
S -2.54647 -1.25787 -0.00836
C -2.80437 0.47113 -0.00776
C -4.01247 1.13013 -0.00666
C -4.01067 2.51913 -0.00636
C -2.80757 3.21143 -0.01086
C -1.59887 2.55453 -0.01316
C -1.56607 1.15563 -0.00776
N -0.46807 0.35243 -0.00306
C -0.79457 -0.94417 -0.00416
C 0.15673 -1.98487 -0.00356
C -0.23027 -3.33817 -0.00666
C 0.72343 -4.32867 -0.00756
C 2.06863 -3.98957 -0.00786
C 2.44803 -2.65367 -0.00446
C 1.53273 -1.60917 -0.00076
H -4.93947 0.57193 -0.00576
H -4.94897 3.05833 -0.00376
H -2.80467 4.29403 -0.01216
H -0.69227 3.14153 -0.02026
H -1.28817 -3.58507 -0.00756
H 0.42673 -5.37127 -0.00786
H 2.83783 -4.75527 -0.00946
H 3.52053 -2.44737 -0.00476
```

(4)
Below is a 8-piece molecular cluster, C29H46O22 overall at a distorted geometry, with properties calculated with ωB97M-V/def2-TZVPD.

Its structure (SMILES) is C[C@H]1COC(=O)O1.C[C@H]1COC(=O)O1.C[C@H]1COC(=O)O1.C[C@H]1COC(=O)O1.C[C@H]1COC(=O)O1.C[C@H]1COC(=O)O1.C[C@H]1COC(=O)O1.CO. As for the largest force on an atom: 0.144 hartree/bohr. For the frontier orbital gap, the calculation gives 9.863 eV. The relative energy (zero: lowest compared OMol25 entry of this formula, charge and spin) comes out at 297.1 kJ/mol. The calculated total energy is -2787.8088 Ha. As for the LUMO energy: -0.03 eV.

XYZ file:
```
97
C29H46O22 ωB97M-V/def2-TZVPD
C -8.38725 15.97388 -12.22487
C -9.47174 14.77809 -12.29358
C -10.61443 15.20086 -13.21461
O -10.68530 14.05441 -14.02430
C -9.64661 13.28577 -13.95039
O -9.46208 12.35228 -14.72330
O -8.94735 13.67409 -12.92250
H -7.46197 15.55915 -11.82494
H -8.70590 16.83300 -11.63455
H -7.93173 16.37228 -13.13145
H -9.96346 14.60872 -11.33566
H -10.51492 16.12750 -13.77989
H -11.51017 15.18774 -12.59367
C -8.19480 6.43659 -19.73091
C -9.21244 6.83435 -20.90860
C -10.58760 6.46844 -20.42525
O -11.32402 7.62090 -20.70623
C -10.50796 8.60164 -20.88558
O -10.84377 9.79657 -21.09094
O -9.30469 8.23052 -20.83681
H -8.59652 6.88661 -18.82304
H -7.18214 6.75387 -19.97979
H -8.16937 5.35890 -19.56963
H -9.08622 6.47945 -21.93144
H -10.65129 6.20778 -19.36879
H -11.15355 5.73879 -21.00439
C -12.72282 11.69643 -15.85483
C -12.75994 10.87881 -17.20543
C -11.33445 10.68007 -17.71158
O -11.17017 9.33612 -17.70943
C -12.30945 8.61400 -17.42315
O -12.35117 7.40577 -17.28118
O -13.21288 9.50258 -17.00421
H -13.69158 11.78722 -15.36353
H -12.35839 12.69453 -16.09789
H -12.02781 11.20948 -15.17077
H -13.33504 11.44748 -17.93615
H -10.57524 11.15243 -17.08823
H -11.18240 11.05754 -18.72275
C -6.59750 6.01264 -13.00922
C -6.67111 4.74063 -12.12194
C -5.60333 4.67657 -11.09696
O -6.35506 4.20278 -9.96393
C -7.67145 4.27098 -10.20386
O -8.47649 4.05791 -9.37417
O -7.81741 4.58671 -11.48875
H -5.61212 6.31339 -13.36515
H -7.16297 6.85445 -12.60957
H -7.16420 5.66043 -13.87113
H -6.66493 3.82153 -12.70788
H -5.10237 5.64335 -11.04717
H -4.78532 4.07687 -11.49612
C -3.39567 14.39354 -13.99188
C -2.88695 13.34810 -14.97491
C -3.08758 11.82702 -14.74866
O -3.68805 11.38409 -15.97272
C -4.06957 12.50577 -16.73529
O -4.58883 12.49868 -17.86730
O -3.63543 13.68498 -16.14513
H -3.44746 13.96535 -12.99084
H -4.42864 14.67372 -14.19818
H -2.82037 15.31462 -14.08521
H -1.85386 13.56487 -15.24665
H -3.72555 11.62565 -13.88811
H -2.16882 11.24560 -14.67147
C -5.17996 8.21998 -21.23408
C -5.62808 8.89522 -22.54538
C -4.90667 8.54411 -23.79302
O -6.03187 8.20561 -24.63847
C -7.17951 8.30299 -24.00172
O -8.28301 7.84743 -24.38945
O -6.93328 8.49223 -22.78814
H -5.31020 7.14032 -21.16021
H -5.86761 8.44852 -20.41982
H -4.11719 8.39667 -21.06855
H -5.63765 9.98389 -22.49241
H -4.34121 7.61450 -23.72836
H -4.37058 9.42759 -24.13967
C -7.29840 10.80793 -18.53040
C -6.87164 10.08286 -17.31565
C -7.61758 10.50257 -16.02706
O -7.62459 9.28292 -15.36826
C -7.23976 8.26874 -16.14593
O -7.23706 7.12172 -15.72850
O -7.13270 8.71115 -17.37527
H -8.32225 10.62486 -18.85646
H -6.73249 10.42547 -19.37985
H -7.07592 11.86834 -18.41155
H -5.78396 10.07667 -17.24485
H -8.54848 11.02304 -16.25209
H -6.96155 11.16626 -15.46381
C -5.57748 4.50320 -17.44555
O -4.46108 5.19484 -17.08937
H -6.10630 5.04710 -18.22826
H -5.42516 3.42946 -17.33614
H -6.23273 4.54024 -16.57527
H -4.76761 5.97722 -16.62513
```